This record from the OMol25 dataset describes a structure of composition C20H26AgN2O10. The level of theory is ωB97M-V/def2-TZVPD.

```
59
Properties=species:S:1:pos:R:3:forces:R:3:lowdin_charge:R:1
Ag 0.299598 0.057338 0.465692 -1.726 -0.936 -0.355 0.751
C 0.192986 -2.420407 4.367952 -1.517 -2.077 1.923 0.040
C -0.732639 -3.463858 4.784559 -1.720 -0.438 -3.879 -0.390
C -1.878430 -3.947343 3.684972 0.959 0.310 1.337 -0.365
O -2.686961 -4.828462 4.112534 0.611 1.027 -0.861 -0.143
C -1.784540 -3.375511 2.350504 -2.435 -2.334 3.715 -0.045
C -0.871434 -2.456719 2.033830 3.093 3.465 -1.542 -0.432
C 0.123933 -1.920708 3.094694 0.567 1.887 -3.725 -0.348
O 0.949085 -0.907931 2.834204 -1.154 -1.212 0.329 -0.115
O -0.871206 -1.970281 0.822572 0.352 -0.310 1.583 -0.177
O -0.536279 -4.245872 5.707931 0.669 -0.563 2.316 -0.055
H 0.953127 -2.121931 5.074705 0.250 0.203 -0.047 0.100
H -2.642142 -3.464039 1.700052 0.084 -0.540 -0.367 0.092
C 0.755937 -0.147832 -5.089649 0.249 1.718 1.842 -0.049
C -0.115559 0.640002 -5.820327 -0.543 2.081 4.050 -0.476
C -0.869626 1.941930 -5.097887 0.233 1.965 -1.279 -0.312
O -1.477801 2.799260 -5.845259 0.986 -2.380 1.393 -0.132
C -0.671772 2.137732 -3.691057 -0.417 -1.073 -2.564 -0.063
C 0.149768 1.268549 -2.990944 -1.178 0.954 3.025 -0.340
C 0.921120 0.131771 -3.713837 0.865 -2.316 0.183 -0.357
O 1.598835 -0.687430 -3.025255 0.092 0.958 0.401 -0.090
O 0.115938 1.436226 -1.699546 1.506 -1.064 -2.261 -0.130
O -0.425486 0.355663 -6.915273 -1.769 -0.546 -5.691 -0.005
H 1.266220 -0.925612 -5.638348 0.093 -0.294 0.420 0.087
H -1.350817 2.779771 -3.149688 0.206 0.344 0.069 0.084
C -2.886953 2.624741 2.429959 -2.494 0.449 1.417 -0.098
C -2.234077 1.441649 1.752657 1.902 1.165 0.080 -0.383
C -2.808735 1.283927 0.393509 0.502 -1.061 -1.216 -0.218
O -2.124865 0.292996 -0.382770 -1.293 0.788 1.032 -0.240
C -2.914976 -0.135352 -1.471622 1.170 0.193 -0.117 -0.100
N -0.766434 1.756628 1.622029 -1.209 -0.082 1.070 0.030
H -2.951642 2.609995 3.517941 0.672 -0.603 0.337 0.066
H -3.958687 2.632485 2.231412 -0.463 -0.235 -0.401 0.063
H -2.665977 3.680262 2.271425 1.030 -0.201 -0.940 0.071
H -2.383440 0.524194 2.321928 0.302 -0.007 0.066 0.155
H -2.714116 2.240419 -0.120570 -0.340 0.319 -0.306 0.133
H -3.847711 0.999221 0.559535 -0.432 0.056 -0.404 0.120
H -3.162281 0.716404 -2.105215 -0.475 0.183 -0.039 0.082
H -3.777622 -0.700203 -1.118236 -0.253 -0.034 -0.117 0.081
H -2.261172 -0.747444 -2.092909 -0.101 -0.262 0.182 0.099
H -0.739709 2.739400 1.390623 0.100 0.250 -0.611 0.059
H -0.449489 1.768428 2.580938 0.615 -0.403 0.294 0.076
C 4.249800 -1.807500 -0.796703 0.473 1.170 1.085 -0.044
C 3.256534 -0.961592 0.079040 -0.909 -2.010 0.418 -0.415
C 3.345882 0.529821 0.036106 -0.331 1.524 -0.368 -0.163
O 2.167102 1.219496 0.574987 2.201 -0.535 -0.248 -0.291
C 2.220732 2.615378 0.386223 0.614 -0.736 0.654 -0.123
N 1.907790 -1.366482 -0.219289 0.352 -1.437 -0.991 0.006
H 3.868707 -2.305060 -1.688503 -0.440 0.665 -0.058 0.073
H 4.616796 -2.609208 -0.155859 0.317 0.014 0.016 0.057
H 5.056871 -1.116759 -1.040853 0.541 -0.364 -0.384 0.056
H 3.392901 -1.296809 1.107218 0.299 0.301 0.274 0.127
H 3.472453 0.845996 -0.999316 -0.086 0.168 -0.268 0.124
H 4.232769 0.823095 0.597829 0.225 0.372 0.185 0.113
H 2.958263 2.938235 1.121013 0.702 0.762 -0.303 0.072
H 1.303282 3.096122 0.725760 -0.266 -0.451 -0.505 0.064
H 2.460536 2.822941 -0.656615 -0.067 0.457 0.051 0.090
H 1.839924 -2.346683 0.014598 -0.504 -0.201 0.913 0.090
H 1.885685 -1.473043 -1.223403 -0.711 0.956 -0.815 0.038
```
Forces are in eV/Å.

Properties
Kohn-Sham gap (spin up / spin down)   3.0 / 4.8 eV
Multiplicity   3
HOMO energy (spin up / spin down)   3.0 / 1.2 eV
Strongest force on any atom   5.984 eV/A
E   -48607.166 eV
Net charge   -3


This record from the OMol25 dataset describes a structure of composition H3NO3P. The level of theory is ωB97M-V/def2-TZVPD.

```
8
Properties=species:S:1:pos:R:3:forces:R:3:lowdin_charge:R:1
N -0.793335 -0.688047 -0.749200 -0.166 1.064 2.355 -0.111
O -0.354776 0.690959 1.488296 -0.667 1.040 -0.075 -0.202
O 1.239503 -1.260893 0.956751 -1.094 1.081 -0.693 -0.405
O 1.172821 0.991569 -0.382522 0.794 1.099 -0.586 -0.405
P 0.492966 -0.079986 0.377964 0.351 -3.249 -0.829 0.108
H -1.237964 0.068404 -1.285960 0.708 -0.414 0.279 0.012
H -0.329678 1.487255 0.910104 -0.508 0.436 1.189 0.042
H -0.189538 -1.209260 -1.315433 0.581 -1.056 -1.638 -0.038
```
Forces are in eV/Å.

Properties
Kohn-Sham gap   9.0 eV
HOMO energy   -4.6 eV
Strongest force on any atom   3.372 eV/A
E   -16974.499 eV
Relative energy (zero: lowest compared OMol25 entry of this formula, charge and spin)   5.2 kcal/mol
Net charge   -1


This record from the OMol25 dataset describes a structure of composition C16H23BrN4O. The level of theory is ωB97M-V/def2-TZVPD.

```
45
Properties=species:S:1:pos:R:3:forces:R:3:lowdin_charge:R:1
C 2.425803 -0.829804 -3.880512 -3.775 -4.065 -3.359 -0.157
H 1.428913 -0.314405 -3.611472 1.102 -1.427 -0.352 0.111
C 3.451216 0.092746 -3.689942 6.157 -14.188 8.489 -0.314
C 3.735119 0.477944 -2.260846 -2.152 -1.537 0.999 -0.246
C 4.234105 -0.669144 -1.523202 -4.299 -2.926 7.263 -0.133
C 4.332757 -0.278714 0.169821 -7.970 -6.644 -6.120 -0.164
O 3.180714 0.256277 0.731448 -5.753 -2.680 -0.017 -0.124
C 1.882216 -0.680496 0.669392 3.239 4.440 0.546 -0.084
C 1.993799 -2.088840 0.735883 3.227 3.724 -0.333 -0.065
C 0.887710 -2.740452 0.910022 -2.709 -6.122 0.877 -0.144
C -0.470589 -2.329356 1.129101 4.512 4.523 -1.761 -0.824
C -0.514894 -0.974584 0.961758 1.270 3.742 -0.589 -0.017
C 0.746293 0.073204 0.712304 -3.164 -7.161 1.720 -0.048
C 0.398292 1.433138 0.930367 -2.119 -0.767 -3.572 -0.363
N -0.628064 1.810100 0.177542 2.684 0.601 2.533 0.096
N -0.823930 3.139912 0.299821 -2.673 3.654 -1.987 -0.005
C -1.983664 3.648099 -0.409162 0.073 -8.622 2.179 -0.388
N -2.337826 4.767132 -0.514242 -3.347 6.181 -2.316 0.095
C -3.884433 4.755857 -1.235169 4.989 -1.915 1.542 -0.034
H -4.441772 5.175327 -0.397317 -0.437 0.269 -0.781 0.087
H -3.679589 5.304025 -2.189537 -0.977 -0.398 1.125 0.100
C -4.012760 3.164175 -1.327777 -6.564 2.844 -7.390 -0.375
N -3.089454 2.527705 -0.667524 5.916 0.745 3.220 0.023
H -2.671678 1.622155 -0.820428 -0.553 0.023 -0.433 0.100
H -4.181743 2.880400 -2.745134 1.081 0.693 3.299 0.155
H -5.113470 3.024394 -1.167987 0.966 -0.649 0.761 0.084
H -0.191295 3.992207 0.451604 -0.315 -2.481 -0.060 0.168
C 1.325805 2.295537 1.536428 5.722 2.839 3.356 -0.076
H 2.234990 1.787579 2.259858 -3.041 1.003 -2.122 0.168
H 0.998342 3.198599 2.133662 -0.375 -1.219 -0.593 0.091
H 1.990619 2.782890 0.745534 -0.789 -0.593 0.611 0.113
H -1.437115 -0.384243 0.961210 0.107 -0.497 0.227 0.085
Br -1.969624 -3.248504 1.217383 -2.238 -2.125 0.374 0.879
H 1.070837 -3.825697 0.900695 -0.435 0.143 0.221 0.118
H 3.036064 -2.484369 0.716474 -1.366 -0.179 -0.130 0.136
H 4.738583 0.488738 0.369232 8.312 9.414 1.863 0.020
H 4.513245 -1.145482 0.634886 1.813 -3.118 1.810 0.065
H 5.195867 -1.043670 -1.350461 1.889 -0.544 -2.054 0.083
H 3.415526 -1.578053 -1.376213 2.282 1.962 -0.936 0.137
H 4.496387 1.086826 -1.982635 2.489 3.116 -0.873 0.088
H 2.850925 0.982677 -1.764097 0.455 -0.992 -0.366 0.147
H 3.597891 0.851633 -4.025104 1.321 15.443 -9.151 -0.047
H 4.641033 -0.518044 -3.990087 -3.323 1.653 0.507 0.212
H 2.472060 -1.034254 -5.047852 -0.883 0.350 2.088 0.109
H 2.553256 -1.995480 -3.493720 -0.348 3.489 -0.317 0.138
```
Forces are in eV/Å.

Properties
Kohn-Sham gap   8.5 eV
HOMO energy   -8.1 eV
Strongest force on any atom   17.999 eV/A
E   -95000.075 eV
Relative energy (zero: lowest compared OMol25 entry of this formula, charge and spin)   338.8 kcal/mol
Net charge   0